C46H112F20N12O40S12 | the ωB97M-V functional and the def2-TZVPD basis

```
242
Properties=species:S:1:pos:R:3:forces:R:3:mulliken_charge:R:1
C -3.53464 -8.59142 1.75787 0.0 -0.6 -0.1 -0.71
O -3.81020 -7.48664 2.58248 -0.8 2.2 -0.1 -0.41
C -3.76712 -6.23107 1.88361 -0.7 0.2 -0.3 0.81
C -4.74465 -5.26880 2.57340 1.2 0.1 1.9 -1.14
N -4.29287 -5.13430 4.08646 -0.3 -0.1 -1.9 -0.11
H -5.05939 -4.64360 4.52434 0.1 0.2 0.4 0.45
H -4.26372 -6.07182 4.46103 0.2 -0.6 0.4 0.39
C -2.94425 -4.45086 4.32894 -1.6 0.4 0.2 -0.35
C -1.90614 -5.49246 4.64044 0.7 -0.6 -0.8 0.27
O -2.45144 -6.43129 5.51573 -1.2 0.8 0.1 -0.51
C -1.82465 -7.64850 5.56090 1.0 -1.9 0.6 -0.65
H -3.41291 -9.41649 2.45969 0.4 -0.1 -0.3 0.33
H -2.64875 -8.36318 1.16522 0.1 -0.5 -0.1 0.19
H -4.36751 -8.84993 1.10395 0.0 0.2 -0.2 0.32
H -4.07502 -6.16991 0.83980 -0.6 -1.1 -0.2 -0.15
H -2.72605 -5.94096 1.74184 0.2 0.6 0.7 -0.11
H -5.76451 -5.65081 2.61854 0.2 -0.5 -0.1 0.40
H -4.84928 -4.22065 2.29313 0.6 -0.2 -0.8 0.45
H -3.21869 -3.77438 5.13837 0.8 0.1 0.1 0.37
H -2.75241 -3.88404 3.41790 0.3 0.1 0.2 -0.01
H -0.94432 -5.13298 5.00620 -0.2 0.7 0.2 0.74
H -1.66482 -5.97795 3.69484 0.0 -0.3 -0.3 -0.36
H -0.76541 -7.59593 5.81258 0.2 0.4 0.5 0.23
H -1.79175 -8.27285 4.66803 -0.7 0.4 -0.7 0.21
H -2.33450 -8.24639 6.31634 0.1 0.1 0.1 0.33
C 6.45702 6.22943 -0.89753 1.3 -1.1 -0.6 -0.80
O 5.57897 5.62222 0.02098 -1.6 -0.2 0.2 -0.40
C 4.49339 4.86245 -0.52987 0.0 0.7 -0.4 -1.17
C 3.71420 4.22682 0.56271 0.6 -0.8 1.5 0.60
N 4.62415 3.35547 1.42983 -0.8 2.1 -0.2 0.11
H 4.76338 2.52362 0.87419 -0.4 -1.9 0.5 0.09
H 5.57960 3.67543 1.36023 0.4 1.1 0.5 0.59
C 4.17016 3.17866 2.88776 0.9 -0.9 -1.2 -1.01
C 2.89580 2.37619 2.90915 0.1 -1.3 0.5 -0.52
O 1.75639 3.07782 2.52281 1.0 2.1 -0.4 0.79
C 0.58534 2.32368 2.50200 -0.2 -0.6 0.6 -0.55
H 7.26668 5.50823 -1.00903 0.2 0.0 -0.5 0.32
H 6.98087 7.11763 -0.54428 -0.8 0.2 0.5 0.25
H 6.03499 6.41256 -1.88568 -0.3 0.1 0.1 0.30
H 4.72055 4.11939 -1.29429 1.1 -0.3 0.2 0.45
H 3.75330 5.44075 -1.08300 0.0 0.9 0.1 0.52
H 2.98234 3.53254 0.14984 -0.3 0.4 0.1 0.11
H 3.28188 4.90900 1.29473 -0.3 0.2 -0.5 -0.04
H 4.13083 4.07885 3.50113 -0.1 0.6 -0.9 0.41
H 5.04939 2.64682 3.25135 -0.5 -0.6 0.6 0.52
H 2.76306 1.95630 3.90623 0.1 0.1 0.3 0.51
H 3.01513 1.48804 2.28862 0.2 -0.2 -0.3 0.03
H -0.25833 3.01345 2.47892 0.0 -0.2 -0.2 0.12
H 0.56282 1.73226 3.41732 -0.5 -0.2 0.0 0.31
H 0.58792 1.65296 1.64280 -0.2 -0.1 -0.1 -0.32
C -1.81735 -3.16672 -4.31004 0.0 -1.4 0.6 -0.84
O -1.04826 -2.72786 -5.43035 0.7 1.7 0.4 -0.49
C -0.11900 -1.72904 -5.01246 -0.8 -1.3 -0.5 0.07
C 0.21813 -0.83811 -6.17187 -0.4 -0.6 -1.1 -0.61
N 1.20608 -1.64418 -7.05197 1.1 1.9 0.4 -0.21
H 2.04775 -1.63699 -6.49372 0.7 0.2 0.2 0.44
H 1.02361 -2.63606 -7.10647 -1.1 -0.4 -0.2 0.42
C 1.57372 -1.07257 -8.41600 -0.4 1.0 0.6 -0.75
C 1.99877 0.44819 -8.28191 0.8 -0.7 0.7 -0.51
O 2.93393 0.47010 -7.19936 -0.7 -0.6 0.5 -0.34
C 3.37544 1.75505 -6.78927 0.6 -0.7 -0.3 -0.86
H -1.22043 -3.44114 -3.44027 0.8 -0.3 -0.4 0.41
H -2.26964 -4.09116 -4.66914 -0.7 0.4 0.3 0.39
H -2.48508 -2.43317 -3.85824 -0.6 0.3 -0.9 0.35
H 0.77415 -2.28740 -4.73206 0.5 0.2 0.6 0.33
H -0.47911 -1.16887 -4.14954 -0.1 0.2 0.0 -0.26
H 0.63258 0.12099 -5.86133 0.7 -0.3 -0.2 0.25
H -0.62433 -0.61093 -6.82511 -0.3 -0.3 0.3 0.49
H 0.67935 -1.25201 -9.01267 0.2 0.4 -0.3 0.40
H 2.41025 -1.66039 -8.79387 -0.1 0.1 0.0 0.40
H 1.21392 1.18116 -8.09518 -0.6 -0.4 0.1 0.38
H 2.52972 0.83379 -9.15225 -0.2 -0.5 -0.5 0.50
H 3.87100 2.17077 -7.66659 0.0 0.8 0.2 0.36
H 4.11466 1.60119 -6.00316 0.1 -0.1 -0.1 0.31
H 2.59982 2.38168 -6.34898 -0.4 0.1 -0.4 0.32
C 2.41436 6.52129 6.73470 -0.7 0.2 -0.5 -0.82
O 2.09080 6.61448 5.30567 0.8 -0.6 0.8 -0.44
C 1.35095 5.50331 4.79929 -2.0 1.2 -0.2 -0.99
C 0.83168 5.91520 3.37401 1.7 0.9 0.1 0.18
N 0.12195 7.30112 3.28600 -0.1 -1.3 2.8 0.21
H 0.89222 7.94993 3.20965 0.0 0.3 0.0 0.47
H -0.46291 7.43956 2.47428 -0.6 0.0 -1.1 -0.19
C -0.72805 7.80063 4.46381 -0.3 0.5 -0.8 -0.81
C -2.08048 7.07009 4.55186 0.6 0.1 -1.1 -0.35
O -1.80586 5.70386 4.50731 1.6 -0.1 1.2 -0.19
C -2.86053 4.83918 4.29953 -1.9 -0.5 -0.1 -0.68
H 3.10229 5.72135 7.00845 0.1 -0.1 -0.5 0.30
H 1.49902 6.37544 7.30828 -0.2 -0.1 -0.1 0.34
H 2.83230 7.46554 7.08372 0.1 0.0 -0.5 0.29
H 0.46736 5.34033 5.41638 -0.3 0.2 0.2 0.57
H 1.79881 4.51037 4.83899 0.8 0.2 -0.6 0.69
H 0.40022 5.10817 2.78184 -0.6 0.4 0.5 -0.16
H 1.70878 6.26042 2.82663 0.5 -0.9 -0.2 0.38
H -0.88178 8.84282 4.18397 -0.4 0.0 0.0 0.51
H -0.13602 7.88377 5.37525 0.0 -0.8 -0.1 0.39
H -2.68136 7.23188 3.65694 -0.1 0.8 -0.1 0.25
H -2.63203 7.45871 5.40794 0.0 -0.3 0.4 0.38
H -2.49355 3.82546 4.13897 0.1 0.2 -0.3 0.22
H -3.51329 5.20354 3.50628 0.3 -0.3 -0.7 0.23
H -3.59605 4.77273 5.10121 0.4 0.1 0.8 0.28
C -0.43970 11.93203 -1.97194 0.7 1.0 1.2 -0.67
O -1.15587 11.53911 -3.06352 -0.9 -0.7 -3.8 -0.27
C -0.60526 11.96261 -4.35791 -0.2 -0.2 1.2 -0.62
C 0.72737 11.30297 -4.68856 0.3 -0.7 -0.1 -0.58
N 0.59401 9.73873 -4.67825 0.7 0.9 0.3 -0.01
H -0.35455 9.48925 -4.91927 -0.5 -0.1 -0.2 0.39
H 1.21692 9.30008 -5.34134 0.2 0.0 -0.7 0.40
C 0.95332 9.09060 -3.36893 -0.5 -0.9 0.3 -0.78
C 0.97743 7.53401 -3.46598 -0.2 0.3 -1.1 -0.29
O 1.82283 7.15521 -4.53774 1.3 2.4 0.2 -0.46
C 2.16461 5.81379 -4.57302 -1.2 -1.0 -0.1 -0.58
H -0.33260 13.01676 -1.97102 0.4 0.2 0.1 0.34
H 0.53356 11.44156 -1.95512 0.3 0.1 0.4 0.26
H -1.00316 11.69626 -1.06916 0.0 -0.4 -0.1 0.22
H -0.54999 13.04914 -4.42483 0.6 0.2 0.5 0.41
H -1.27652 11.78894 -5.19894 -0.6 -0.8 0.5 0.37
H 1.56250 11.56919 -4.04064 -0.3 -0.3 0.4 0.33
H 1.08415 11.60099 -5.67446 -0.4 -0.2 -0.2 0.45
H 0.13254 9.41231 -2.72791 0.5 -0.2 0.6 0.38
H 1.94023 9.47968 -3.11847 -0.2 0.0 0.3 0.38
H -0.01175 7.16888 -3.74224 -0.5 0.0 0.5 0.45
H 1.29667 7.01870 -2.56010 -0.2 0.5 0.4 0.12
H 1.19705 5.36622 -4.80023 0.3 -1.2 -0.5 0.36
H 2.47218 5.37416 -3.62422 0.2 0.4 0.4 0.13
H 2.94185 5.62325 -5.31308 -0.3 0.2 -0.1 0.29
C -0.06483 4.64799 -0.68899 -0.2 0.1 0.8 -1.01
O 0.57956 3.43438 -1.05074 0.2 0.0 -1.1 0.31
C -0.31574 2.40737 -1.51413 0.3 -0.2 1.3 -0.36
C 0.47024 1.11116 -1.59852 -0.5 -2.7 0.9 -0.34
N -0.32178 -0.15865 -1.05437 0.1 1.6 -0.7 1.74
H -1.11569 0.04707 -0.46490 -0.6 1.0 0.9 -0.48
H -0.81730 -0.60820 -1.81100 0.0 -0.5 -0.6 0.27
C 0.44716 -1.19104 -0.32563 -0.6 -0.8 -1.3 -1.28
C -0.51449 -2.38072 -0.04720 0.6 -0.9 -0.2 -0.54
O -1.18634 -2.71846 -1.24114 -0.9 1.2 -0.3 0.83
C -2.38127 -3.49968 -0.94606 1.1 -0.2 0.1 -0.90
H -0.47255 4.57687 0.31939 -0.5 -0.4 0.1 0.11
H -0.86524 4.96874 -1.35575 0.1 -0.1 -0.2 0.58
H 0.64106 5.46544 -0.54210 0.4 -0.2 -0.7 0.24
H -0.81650 2.57743 -2.46724 0.0 0.6 0.1 0.49
H -1.04485 2.29201 -0.71214 -0.5 -0.1 -0.2 0.01
H 1.36344 1.08429 -0.97435 0.1 0.4 -0.2 0.04
H 0.70351 0.72719 -2.59162 0.3 0.7 -0.1 -0.07
H 0.91278 -0.68465 0.51989 0.2 -0.6 0.0 0.23
H 1.10472 -1.53193 -1.12533 0.9 -0.2 0.7 0.54
H -1.18036 -2.25911 0.80715 -0.2 0.5 0.0 0.21
H 0.04008 -3.30152 0.13355 0.8 0.2 0.7 0.12
H -2.99742 -2.88816 -0.28690 -0.4 -0.2 -0.2 0.51
H -2.01995 -4.40711 -0.46218 -0.1 -0.2 0.4 0.13
H -2.85929 -3.87271 -1.85185 -0.1 0.7 -0.1 0.08
C 6.28976 -4.64803 1.97624 -0.9 -0.7 0.3 -0.56
O 4.85446 -4.88423 1.78723 1.0 0.4 -0.2 -0.46
C 4.02667 -4.01299 2.52036 -1.4 -0.4 0.7 0.13
C 2.51275 -4.36609 2.24713 0.8 -1.3 0.2 0.21
N 2.30628 -5.89545 2.17648 1.2 0.8 3.5 0.42
H 1.82331 -6.12311 1.31915 -0.6 -0.5 -0.6 0.46
H 3.24621 -6.26293 2.13678 0.7 -0.1 -0.7 0.61
C 1.79029 -6.66968 3.46085 0.0 0.0 -1.5 -0.35
C 2.59295 -6.43661 4.73051 -0.8 1.7 -1.0 -0.28
O 3.94501 -6.60206 4.44311 0.7 -0.7 1.6 -0.35
C 4.61818 -6.34964 5.67803 2.6 1.0 -0.3 -0.91
H 6.65822 -4.95636 2.95464 -0.6 0.4 0.7 0.24
H 6.52179 -3.59490 1.81754 0.2 -0.2 -0.4 0.15
H 6.83174 -5.38984 1.38965 -0.3 0.6 -0.9 0.32
H 4.08061 -2.94022 2.33496 0.5 0.1 -0.6 0.15
H 4.23486 -4.10136 3.58663 -0.1 -0.2 0.2 0.19
H 2.20011 -4.02878 1.25891 0.0 0.3 0.1 -0.19
H 1.86848 -4.02205 3.05624 0.2 0.3 -0.2 -0.35
H 1.94260 -7.69804 3.13316 -0.3 -0.1 0.1 0.54
H 0.72227 -6.47262 3.55357 0.2 0.1 0.2 -0.06
H 2.26021 -7.06674 5.55531 -0.3 -0.4 -0.2 0.68
H 2.47197 -5.40420 5.05856 -0.4 0.2 0.2 0.01
H 4.34123 -6.85276 6.60446 -0.8 -0.5 -0.5 0.36
H 4.74434 -5.29624 5.92814 -1.3 0.6 -0.2 0.30
H 5.68999 -6.50558 5.55556 0.0 -1.0 -0.4 0.35
N 1.04853 -6.41211 -0.19589 -1.5 -4.9 3.4 -0.59
S 1.08794 -6.13579 -1.64637 0.4 5.9 -9.4 0.76
O -0.09442 -5.33890 -2.09872 2.7 -2.2 0.7 -0.46
O 1.76823 -7.04278 -2.59300 -2.0 1.1 2.2 -0.70
F 2.20987 -4.99623 -1.52278 0.3 0.6 0.0 -0.31
S 0.34336 -7.96101 -0.38115 -3.4 -2.7 1.3 0.79
O 1.21468 -9.08122 -0.63461 -0.6 1.8 0.3 -0.58
O -1.01620 -7.95318 -1.00215 4.1 0.5 1.8 -0.41
F 0.08071 -8.08632 1.22092 -0.1 0.2 -0.5 -0.27
N 5.55181 0.91794 0.49380 1.2 -1.6 3.2 -0.62
S 5.03426 -0.29184 -0.30580 -3.3 -3.4 -9.3 0.91
O 3.70152 -0.80458 0.06398 2.6 0.2 0.6 -0.22
O 6.03608 -1.11223 -1.00878 -2.0 1.1 2.4 -0.64
F 4.51190 0.48909 -1.64274 0.1 1.3 0.2 -0.35
S 5.87923 -0.18378 1.78026 3.7 -1.7 4.4 0.94
O 6.89749 -1.23803 1.50197 -3.2 2.7 0.2 -0.62
O 4.78666 -0.45477 2.68510 0.4 0.2 -1.7 -0.39
F 6.72877 0.76008 2.70113 0.4 1.4 -0.3 -0.31
N -2.46002 0.28976 0.50169 -3.0 1.9 -3.0 -0.17
S -3.28324 0.08096 1.77108 2.1 -1.7 8.0 0.73
O -3.72588 -1.25651 2.00658 -0.7 0.2 -0.6 -0.48
O -3.92243 1.20197 2.39536 -1.2 -0.1 -1.6 -0.66
F -1.98032 0.10932 2.75218 0.6 -0.4 -0.2 -0.22
S -3.80661 0.90504 -0.35535 -3.5 -0.4 -4.8 0.75
O -3.90686 2.34184 -0.44198 0.7 -1.1 1.0 -0.46
O -5.07013 0.10774 -0.44779 3.7 2.0 1.9 -0.58
F -3.22582 0.54388 -1.78003 1.2 -0.1 -0.4 -0.25
N -7.30449 -1.87379 -3.99577 -3.9 -2.6 -1.7 -0.38
S -8.13592 -3.18343 -4.71142 -3.8 -1.5 -0.6 0.96
O -7.82913 -4.51234 -4.18423 0.2 2.5 -1.0 -0.41
O -8.46441 -3.01876 -6.12431 1.0 0.0 2.1 -0.61
F -9.55490 -2.89872 -4.02783 0.3 0.4 0.1 -0.28
S -5.96324 -2.50581 -4.28026 9.5 -0.7 -0.7 1.12
O -5.50630 -2.86066 -5.68114 -2.1 0.8 3.5 -0.65
O -5.29091 -3.24081 -3.20845 -1.5 -0.1 -1.2 -0.31
F -5.17448 -1.14020 -4.03449 0.7 1.5 -0.4 -0.38
C -6.08785 -11.44425 -4.16581 1.2 2.9 1.4 0.59
F -6.68424 -12.39651 -3.47007 -0.4 0.0 -0.2 -0.20
F -5.13304 -11.97401 -4.89853 -0.1 -0.5 -1.0 -0.21
F -6.95511 -10.71406 -4.89365 0.4 -1.2 0.2 -0.21
S -5.13407 -10.20389 -2.95979 -1.8 0.4 0.4 0.94
O -6.09330 -9.97363 -1.86172 1.1 0.2 -1.7 -0.59
O -3.97658 -10.92124 -2.53549 1.0 -0.3 -0.6 -0.62
N -4.70886 -8.85508 -3.98011 -0.4 -3.5 2.0 -0.47
S -5.59810 -7.65596 -3.54040 -0.9 4.5 -0.7 1.18
O -5.25353 -6.45956 -4.31720 0.0 -2.0 0.6 -0.61
O -7.00431 -7.91234 -3.37394 0.5 -0.1 0.2 -0.65
C -4.90706 -7.08464 -1.80239 -1.6 0.9 -2.0 0.16
F -4.51280 -5.76038 -1.91540 0.5 -1.8 0.6 0.01
F -5.87433 -7.05477 -0.88240 0.1 -0.3 0.5 -0.27
F -3.94819 -7.90793 -1.41586 0.6 0.7 0.6 0.04
C -3.02038 6.45666 0.50601 -0.4 2.6 -1.6 0.49
F -4.11279 6.85614 1.14728 -0.4 0.4 0.0 -0.23
F -2.37028 5.71325 1.32417 1.7 -2.0 1.4 -0.05
F -3.40563 5.76649 -0.57186 0.5 0.3 0.2 -0.19
S -1.91108 8.03155 0.09539 -1.8 0.9 -0.2 1.00
O -2.80925 8.86009 -0.68393 0.3 -0.4 0.4 -0.70
O -1.57451 8.59881 1.42146 0.0 -1.1 -0.3 -0.79
O -0.74829 7.59190 -0.65057 0.5 -0.7 0.1 -0.53
C 1.02172 -1.28939 4.23951 1.0 -0.9 2.4 0.25
F -0.14869 -0.80641 4.55112 -1.5 0.1 0.5 -0.24
F 0.90105 -1.98399 3.13336 0.1 -0.1 -1.6 0.15
F 1.78810 -0.20834 4.07468 1.0 0.1 -0.6 -0.20
S 1.67799 -2.45602 5.62753 1.2 1.0 2.1 0.99
O 3.12263 -2.71007 5.44782 -1.8 0.5 -0.7 -0.63
O 1.35219 -1.70726 6.83509 0.3 0.1 -1.0 -0.72
O 0.83882 -3.61976 5.48482 -0.5 -0.8 -1.1 -0.58
```
Forces are in eV/Å.

As for the total charge: 0. For the gap between HOMO and LUMO, the calculation gives 0.1787 Eh. The spin multiplicity is 1. As for the highest occupied orbital energy: -6.836 eV. The largest force on an atom is 11.1 eV/Å.